[1]
DFT (ωB97M-V/def2-TZVPD) results for one molecule with the formula C8H16Si3.

For the orbital gap, the calculation gives 9.415 eV. The calculation puts the maximum force at 4.55 eV Å⁻¹. Its charge is 0. Its SMILES is CC[Si@H]([SiH2][SiH3])c1ccccc1. The value obtained for the total energy is -1182.80212 Ha. The HOMO energy comes out at -9.1 eV.

Last column: Mulliken charge in e.
Cartesian coordinates (Å):
C1 0.065 -2.721 -0.048  -1.268
C2 -0.951 -1.567 0.021  -0.607
Si1 -0.303 -0.053 1.002  0.264
Si2 -1.881 1.635 0.453  0.185
Si3 -3.594 0.704 -0.727  0.311
C3 1.451 0.522 0.295  0.263
C4 2.471 0.860 1.154  -0.369
C5 3.679 1.502 0.673  -0.559
C6 3.837 1.573 -0.735  -0.199
C7 2.892 1.107 -1.586  -0.550
C8 1.664 0.604 -1.116  -0.341
H1 0.815 -2.227 -0.570  0.363
H2 0.374 -3.081 0.928  0.325
H3 -0.479 -3.458 -0.706  0.332
H4 -1.934 -1.891 0.406  0.483
H5 -1.277 -1.435 -1.027  0.316
H6 -0.356 -0.446 2.431  -0.138
H7 -2.440 2.072 1.771  -0.123
H8 -0.954 2.898 0.240  -0.065
H9 -4.099 -0.671 -0.106  -0.081
H10 -4.908 1.341 -1.326  -0.114
H11 -2.909 0.114 -1.896  -0.127
H12 2.313 0.784 2.250  0.282
H13 4.411 1.886 1.412  0.342
H14 4.729 2.060 -1.190  0.300
H15 3.011 1.383 -2.701  0.216
H16 1.009 0.421 -1.858  0.559


[2]
DFT (ωB97M-V/def2-TZVPD) results for C8H17AsCl14F6NiO as an isolated structure.

For the orbital gap (alpha / beta), the calculation gives 9.085 / 7.495 eV. The calculation puts the maximum force at 3.10 eV Å⁻¹. Its charge is 0. The value obtained for the total energy is -11176.22032 Ha. Its spin multiplicity is 3. The HOMO energy (alpha / beta) comes out at -9.5 / -9.3 eV.

Last column: Mulliken charge in e.
Cartesian coordinates (Å):
Ni1 0.386 -0.618 0.619  1.210
C1 -0.578 1.372 -1.939  -0.795
O1 -0.266 0.737 -0.728  -0.338
H1 -1.301 2.186 -1.879  0.119
H2 0.277 1.918 -2.336  0.251
H3 -0.905 0.584 -2.617  0.297
As1 1.669 -3.257 1.633  2.076
F1 0.059 -3.997 1.913  -0.473
F2 0.985 -1.674 2.256  -0.566
F3 3.190 -2.380 1.366  -0.470
F4 2.269 -4.746 0.757  -0.485
F5 1.018 -2.520 0.120  -0.594
F6 2.213 -3.727 3.269  -0.453
C2 -3.881 1.001 -0.783  0.372
Cl1 -4.853 0.455 0.621  -0.190
Cl2 -4.858 1.877 -1.987  -0.173
H4 -3.142 1.697 -0.386  -0.202
H5 -3.475 0.127 -1.292  0.140
C3 -1.560 4.908 -0.401  -0.413
Cl3 -3.254 4.404 -0.630  -0.117
Cl4 -0.823 3.994 0.904  -0.090
H6 -0.965 4.755 -1.302  0.275
H7 -1.516 5.969 -0.154  0.356
C4 -3.075 -2.889 1.314  -0.496
Cl5 -1.897 -1.724 0.754  0.221
Cl6 -3.173 -2.970 3.061  -0.142
H8 -4.039 -2.568 0.919  0.338
H9 -2.841 -3.891 0.954  0.313
C5 3.769 0.048 -3.086  -0.471
Cl7 5.016 1.292 -2.874  -0.169
Cl8 3.123 -0.481 -1.478  0.012
H10 2.960 0.434 -3.706  0.266
H11 4.202 -0.801 -3.615  0.341
C6 3.764 1.847 1.779  -0.446
Cl9 5.292 0.964 1.483  -0.124
Cl10 2.335 0.701 1.701  0.032
H12 3.925 2.324 2.746  0.326
H13 3.666 2.612 1.008  0.279
C7 -1.677 1.497 4.183  -0.510
Cl11 -3.346 1.568 3.692  -0.117
Cl12 -0.784 0.533 2.962  -0.016
H14 -1.251 2.496 4.270  0.293
H15 -1.718 0.994 5.149  0.345
C8 1.110 -3.111 -3.644  -0.271
Cl13 1.021 -1.615 -4.558  -0.165
Cl14 -0.132 -3.270 -2.433  -0.096
H16 0.934 -3.917 -4.357  0.345
H17 2.125 -3.138 -3.248  0.175